(1)
Computed, not measured: C39H45N5O6SSi3Ti as an isolated structure, with wB97M-V/def2-TZVPD.

Highest occupied orbital energy = -8.0 eV
F_max = 1.54 eV Å⁻¹
E = -118494.39745 eV
Energy relative to the best compared isomer or geometry (same formula, charge and spin) = 2.7773 eV

ORCA input file:
```
! RIJCOSX wB97M-V def2-TZVPD def2/J DEFGRID3
* xyz 0 1
Ti -0.596 -0.596 0.235
O -2.857 -1.559 3.567
C -2.448 -0.755 2.765
N -2.078 -1.069 1.444
C -3.024 -1.859 0.678
C -3.922 -2.811 1.156
C -4.897 -3.317 0.306
C -4.991 -2.883 -1.011
C -4.072 -1.973 -1.505
C -3.076 -1.490 -0.669
N -1.990 -0.702 -1.134
C -2.200 0.175 -2.206
O -3.186 0.852 -2.364
C -1.113 0.148 -3.259
C -1.283 0.919 -4.400
C -0.341 0.817 -5.409
C 0.738 -0.035 -5.226
C 0.827 -0.750 -4.041
N -0.092 -0.683 -3.080
C -2.350 0.705 3.163
C -2.907 1.104 4.373
C -2.826 2.442 4.718
C -2.185 3.320 3.853
C -1.662 2.818 2.671
N -1.752 1.538 2.325
H -3.871 -3.141 2.179
H -5.597 -4.051 0.687
H -5.772 -3.262 -1.658
H -4.117 -1.642 -2.534
H -2.139 1.577 -4.467
H -0.447 1.390 -6.322
H 1.498 -0.156 -5.987
H 1.674 -1.402 -3.854
H -3.377 0.370 5.009
H -3.258 2.796 5.645
H -2.093 4.373 4.082
H -1.158 3.476 1.967
C 0.640 -1.112 3.578
Si 0.838 -2.550 2.390
C 2.441 -3.324 2.999
C -0.507 -3.795 2.722
C 0.953 -2.018 0.553
Si 0.828 -3.556 -0.540
C 1.586 -5.087 0.248
C -0.932 -4.021 -0.932
C 1.619 -3.499 -2.243
Si 2.593 -1.108 0.354
C 3.237 -0.042 1.745
C 3.971 -2.352 0.046
C 2.697 0.143 -1.080
C 3.906 0.328 -1.763
C 4.025 1.353 -2.688
C 2.935 2.183 -2.913
C 1.772 1.939 -2.200
N 1.651 0.954 -1.316
H -0.202 -0.451 3.384
H 0.514 -1.528 4.583
H 1.529 -0.481 3.580
H 2.275 -3.640 4.035
H 3.278 -2.623 2.999
H 2.741 -4.203 2.427
H -0.204 -4.377 3.600
H -0.673 -4.495 1.903
H -1.457 -3.314 2.952
H 1.237 -5.315 1.254
H 2.679 -5.017 0.279
H 1.329 -5.935 -0.396
H -1.570 -4.167 -0.058
H -0.898 -4.968 -1.484
H -1.404 -3.281 -1.582
H 2.510 -2.877 -2.340
H 0.894 -3.171 -2.991
H 1.909 -4.528 -2.478
H 3.425 -0.587 2.671
H 2.577 0.798 1.969
H 4.191 0.356 1.388
H 3.930 -3.152 0.789
H 4.951 -1.876 0.141
H 3.915 -2.816 -0.938
H 4.744 -0.329 -1.572
H 4.954 1.503 -3.226
H 2.977 2.999 -3.625
H 0.887 2.554 -2.356
O 0.310 0.717 0.985
O 0.335 2.100 0.767
O 0.869 9.050 0.000
C -0.008 8.415 -0.809
O -0.627 9.042 -1.619
C -0.158 6.933 -0.632
C 0.748 6.140 0.058
C 0.563 4.769 0.179
C -0.565 4.193 -0.394
S -0.920 2.486 -0.318
C -1.484 4.978 -1.096
C -1.270 6.334 -1.216
H 1.233 8.438 0.652
H 1.652 6.559 0.487
H 1.293 4.165 0.699
H -2.361 4.521 -1.543
H -1.964 6.958 -1.763
*
```

(2)
Computed, not measured: a 6-piece molecular cluster, C39H46BrNO4S2 overall, with wB97M-V/def2-TZVPD.

Highest occupied orbital energy = -9.1 eV
F_max = 4.88 eV Å⁻¹
E = -142578.08187 eV
SMILES string = C[C@H](O)CNCCO[C@]1(S)C(=O)O[C@H](S)[C@@H]1Br.c1ccccc1.c1ccccc1.c1ccccc1.c1ccccc1.c1ccccc1

ORCA input file:
```
! RIJCOSX wB97M-V def2-TZVPD def2/J DEFGRID3
* xyz 0 1
C -2.480 2.082 -1.607
C -1.554 0.889 -1.055
O -0.691 1.352 0.012
C -0.659 0.251 -2.250
N -0.043 -1.022 -1.716
C -0.263 -2.160 -2.644
C -0.365 -3.598 -1.939
O 0.006 -3.623 -0.536
C 1.396 -3.913 -0.341
S 2.690 -2.767 -1.022
C 1.856 -5.472 -0.344
O 1.346 -6.453 -0.898
O 3.007 -5.432 0.520
C 3.011 -4.305 1.460
S 3.077 -5.020 3.197
C 1.545 -3.679 1.271
Br 0.270 -5.074 1.993
H -3.361 2.214 -0.895
H -1.833 3.034 -1.581
H -2.812 1.790 -2.657
H -2.259 0.064 -0.687
H -1.135 2.071 0.510
H 0.115 1.035 -2.544
H -1.375 0.075 -3.119
H -0.500 -1.153 -0.804
H 0.652 -2.201 -3.349
H -1.174 -2.054 -3.332
H 0.311 -4.328 -2.500
H -1.471 -3.920 -1.993
H 3.524 -3.604 -1.777
H 3.906 -3.601 1.449
H 4.423 -5.396 3.325
H 1.311 -2.639 1.671
C -6.941 -3.815 -2.728
C -6.618 -5.164 -2.841
C -5.300 -5.548 -3.065
C -4.302 -4.583 -3.165
C -4.625 -3.234 -3.048
C -5.945 -2.850 -2.834
H -7.970 -3.516 -2.557
H -7.395 -5.917 -2.756
H -5.049 -6.599 -3.160
H -3.273 -4.882 -3.335
H -3.846 -2.482 -3.125
H -6.197 -1.798 -2.748
C 7.174 -7.540 1.491
C 8.171 -8.059 2.311
C 7.847 -8.977 3.305
C 6.526 -9.383 3.473
C 5.530 -8.867 2.650
C 5.852 -7.942 1.662
H 7.426 -6.822 0.718
H 9.201 -7.748 2.176
H 8.623 -9.377 3.949
H 6.274 -10.103 4.245
H 4.500 -9.185 2.780
H 5.075 -7.536 1.024
C -0.060 4.209 2.326
C 0.067 5.238 3.253
C 1.139 6.121 3.172
C 2.080 5.980 2.156
C 1.951 4.952 1.225
C 0.884 4.064 1.312
H -0.895 3.519 2.392
H -0.670 5.352 4.041
H 1.242 6.919 3.899
H 2.914 6.671 2.090
H 2.684 4.843 0.432
H 0.786 3.260 0.591
C -7.124 4.561 2.065
C -6.809 3.211 1.941
C -5.491 2.822 1.721
C -4.488 3.782 1.635
C -4.803 5.131 1.762
C -6.121 5.521 1.973
H -8.152 4.864 2.233
H -7.590 2.463 2.015
H -5.246 1.770 1.617
H -3.459 3.478 1.468
H -4.019 5.879 1.697
H -6.367 6.573 2.067
C 3.635 8.000 -1.203
C 2.327 7.926 -0.734
C 1.388 8.870 -1.137
C 1.755 9.883 -2.018
C 3.062 9.955 -2.490
C 4.003 9.016 -2.079
H 4.368 7.266 -0.885
H 2.040 7.132 -0.052
H 0.370 8.816 -0.766
H 1.022 10.616 -2.337
H 3.347 10.744 -3.178
H 5.023 9.076 -2.443
*
```